[1]
DFT (ωB97M-V with the def2-TZVPD basis set) results for 2 unconnected molecules or ions with the total composition C5H15NO at a distorted geometry.

SMILES = CC(C)N(C)C.O
E_tot = -329.457747 a.u.
F_max = 0.027 Eh/bohr
Orbital gap = 8.331 eV
ΔE to the lowest compared entry with this formula, charge and spin = 130.9 kJ/mol

```
! wB97M-V def2-TZVPD RIJCOSX def2/J DEFGRID3
* xyz 0 1
C 1.1761 1.3123 0.2666
C 1.3516 -0.1949 0.0375
C 2.3981 -0.4468 -1.0645
N 0.1274 -0.9239 -0.2563
C -0.2296 -2.1502 0.3968
C -1.0345 -0.1530 -0.6785
H 1.9620 1.6066 0.9569
H 1.1340 1.8780 -0.6539
H 0.2546 1.5146 0.8147
H 1.7298 -0.5960 0.9866
H 3.4084 -0.2272 -0.7158
H 2.1494 0.1620 -1.9143
H 2.3450 -1.5103 -1.3020
H 0.6515 -2.7169 0.6851
H -0.7366 -2.7648 -0.3495
H -0.8886 -1.9416 1.2445
H -1.8102 -0.8357 -1.0391
H -1.5070 0.3672 0.1644
H -0.7439 0.4546 -1.5346
O -3.1847 2.0356 1.0722
H -3.0446 2.8165 1.6149
H -3.0705 2.3432 0.1692
*
```

These are the Löwdin partial charges, in e, on atoms 1 to 2:
1. C -0.0685
2. C -0.4323

***

[2]
DFT (ωB97M-V with the def2-TZVPD basis set) results for 2 unconnected molecules or ions with the total composition C5H15NO at a distorted geometry.

SMILES = CCCCCN.O
E_tot = -329.449561 a.u.
F_max = 0.074 Eh/bohr
Orbital gap = 10.096 eV
ΔE to the lowest compared entry with this formula, charge and spin = 152.4 kJ/mol

```
! wB97M-V def2-TZVPD RIJCOSX def2/J DEFGRID3
* xyz 0 1
C 0.9781 -0.4306 2.9675
C 1.7044 -0.1903 1.6051
C 0.7326 0.0870 0.4982
C -0.4043 -0.8100 -0.0685
C 0.1824 -2.0093 -0.8780
N 1.0245 -1.5334 -2.0164
H 0.2559 0.3717 3.0983
H 0.5179 -1.4146 3.0177
H 1.7576 -0.3695 3.7299
H 2.4254 -0.9790 1.4342
H 2.3188 0.6873 1.7588
H 0.3566 1.1247 0.4838
H 1.4942 0.1654 -0.3022
H -1.0123 -0.9746 0.8593
H -1.0582 -0.2262 -0.7568
H 0.5913 -2.6581 -0.1284
H -0.6287 -2.5050 -1.4185
H 1.0895 -0.5284 -1.9217
H 0.5863 -1.7393 -2.9007
O -4.2205 4.4394 -3.3158
H -3.5954 4.9737 -2.8230
H -5.0959 4.5191 -2.9229
*
```

These are the Löwdin partial charges, in e, on atoms 1 to 2:
1. C -0.1058
2. C -0.2648

***

[3]
DFT (ωB97M-V with the def2-TZVPD basis set) results for 2 unconnected molecules or ions with the total composition C5H15NO at a distorted geometry.

SMILES = CCCCNC.O
E_tot = -329.452599 a.u.
F_max = 0.061 Eh/bohr
Orbital gap = 9.592 eV
ΔE to the lowest compared entry with this formula, charge and spin = 144.4 kJ/mol

```
! wB97M-V def2-TZVPD RIJCOSX def2/J DEFGRID3
* xyz 0 1
C -1.3761 2.1676 -2.2053
C -0.3706 1.0027 -2.1472
C -0.5920 -0.0464 -1.0672
C -0.4457 0.6590 0.2768
N 0.1184 -0.1990 1.3569
C -0.6922 -1.2139 1.9349
H -0.9792 2.9201 -2.8750
H -1.5012 2.6215 -1.2235
H -2.3487 1.8409 -2.5813
H -0.5025 0.5357 -3.1406
H 0.6331 1.3368 -2.2373
H -1.6306 -0.4533 -0.9987
H 0.1534 -0.8412 -1.2688
H 0.3169 1.4451 0.2896
H -1.4287 1.0843 0.6158
H 0.6875 0.4379 1.8888
H -0.0345 -1.9783 2.3228
H -1.3875 -0.8252 2.8168
H -1.3347 -1.6969 1.2053
O 2.9906 -2.1386 1.5355
H 3.1987 -1.2056 1.3715
H 2.0326 -2.0139 1.4378
*
```

These are the Löwdin partial charges, in e, on atoms 1 to 2:
1. C -0.1076
2. C -0.2845

***

[4]
DFT (ωB97M-V with the def2-TZVPD basis set) results for 2 unconnected molecules or ions with the total composition C5H15NO at a distorted geometry.

SMILES = CCN(C)CC.O
E_tot = -329.446595 a.u.
F_max = 0.068 Eh/bohr
Orbital gap = 9.802 eV
ΔE to the lowest compared entry with this formula, charge and spin = 160.2 kJ/mol

```
! wB97M-V def2-TZVPD RIJCOSX def2/J DEFGRID3
* xyz 0 1
C -1.1814 -1.6525 1.9710
C -0.6433 -1.8068 0.4521
N -0.4695 -0.4542 -0.1147
C -0.1983 -0.6266 -1.5146
C 0.7792 0.0372 0.4695
C 0.6666 1.5484 0.5462
H -0.3483 -1.4316 2.6592
H -1.6317 -2.6166 2.2616
H -1.9437 -0.8623 2.0762
H 0.1908 -2.5282 0.3557
H -1.5143 -2.2253 -0.0880
H 0.0974 0.2959 -2.0420
H -1.0722 -1.0610 -2.0286
H 0.6358 -1.3461 -1.5696
H 0.8363 -0.1969 1.5500
H 1.6933 -0.3624 -0.0102
H 0.4568 2.0137 -0.4317
H 1.6581 1.8866 0.8912
H -0.0931 1.8908 1.2689
O 0.3163 3.0415 -2.1796
H 1.1333 2.6859 -1.7620
H 0.6318 3.7704 -2.7606
*
```

These are the Löwdin partial charges, in e, on atoms 1 to 2:
1. C -0.0797
2. C -0.2482

***

[5]
DFT (ωB97M-V with the def2-TZVPD basis set) results for 2 unconnected molecules or ions with the total composition C5H15NO.

SMILES = CC[C@@H](C)CN.O
E_tot = -329.483031 a.u.
F_max = 0.016 Eh/bohr
Orbital gap = 9.944 eV
ΔE to the lowest compared entry with this formula, charge and spin = 64.5 kJ/mol

```
! wB97M-V def2-TZVPD RIJCOSX def2/J DEFGRID3
* xyz 0 1
C 1.1105 0.5660 -2.0181
C 0.7975 0.4560 -0.5356
C -0.3926 -0.4550 -0.1565
C -0.6275 -1.6312 -1.1059
C -0.2018 -0.9595 1.2852
N -1.1478 -1.9824 1.7544
H 1.6234 1.4862 -2.2992
H 1.6802 -0.2800 -2.4070
H 0.1779 0.5676 -2.5893
H 1.6591 0.1270 0.0532
H 0.6050 1.4567 -0.1100
H -1.3054 0.1511 -0.1821
H 0.1019 -2.4219 -0.9381
H -1.6068 -2.0693 -0.9301
H -0.5947 -1.3921 -2.1664
H 0.8135 -1.3570 1.3724
H -0.3708 -0.1128 1.9468
H -0.9485 -2.8653 1.3074
H -2.0875 -1.7116 1.4811
O -0.0375 4.3578 2.2741
H 0.3003 4.4846 1.3801
H 0.4516 3.5851 2.5836
*
```

These are the Löwdin partial charges, in e, on atoms 1 to 2:
1. C -0.1168
2. C -0.2363

***

[6]
DFT (ωB97M-V with the def2-TZVPD basis set) results for a molecular structure, C5H15NO2 at a distorted geometry.

E_tot = -404.496116 a.u.
F_max = 0.124 Eh/bohr
Orbital gap = 8.809 eV
ΔE to the lowest compared entry with this formula, charge and spin = 679.9 kJ/mol

```
! wB97M-V def2-TZVPD RIJCOSX def2/J DEFGRID3
* xyz 0 1
C -2.4090 -1.1625 -0.6271
C -0.9722 -0.6828 -0.6219
N -0.7706 0.7310 -0.3013
C -1.4607 1.0677 0.9460
C 0.6117 0.9590 -0.1225
C 1.6307 0.2718 -1.0155
O 1.9013 -1.0115 -0.5605
H -2.7852 -1.2384 0.3872
H -2.4288 -2.1421 -1.1003
H -3.0132 -0.4743 -1.2112
H -0.5326 -0.7714 -1.6155
H -0.3157 -1.2823 0.0304
H -0.9350 1.9001 1.4258
H -2.4751 1.4554 0.8453
H -1.4496 0.1809 1.5746
H 0.7914 2.0205 0.0384
H 0.8756 0.5077 1.0093
H 2.6006 0.7850 -0.8952
H 1.5351 0.2989 -2.1020
H 1.6273 -0.7821 0.3382
H 3.1893 1.4736 2.1812
H 2.6487 1.4472 2.6732
O 0.6967 -0.2360 1.5873
*
```

These are the Löwdin partial charges, in e, on atoms 1 to 2:
1. C -0.0662
2. C -0.2469

***

[7]
DFT (ωB97M-V with the def2-TZVPD basis set) results for 3 unconnected molecules or ions with the total composition C5H15NO2 at a distorted geometry.

SMILES = C=CCCNC.O.O
E_tot = -404.604986 a.u.
F_max = 0.140 Eh/bohr
Orbital gap = 9.943 eV
ΔE to the lowest compared entry with this formula, charge and spin = 394.0 kJ/mol

```
! wB97M-V def2-TZVPD RIJCOSX def2/J DEFGRID3
* xyz 0 1
C 1.6470 -2.0063 0.6365
C 0.5868 -1.8264 1.4547
C -0.8374 -1.5326 0.8855
C -1.3101 -0.0307 0.7705
N -0.5977 0.8215 -0.0697
C -0.2260 2.0153 0.7347
H 1.3902 -2.2533 -0.4442
H 2.6640 -1.9601 0.8844
H 0.7930 -1.6414 2.3724
H -0.8804 -1.9115 -0.1618
H -1.7211 -2.1015 1.4671
H -2.3560 -0.1219 0.3519
H -1.5110 0.3164 1.7758
H 0.2243 0.5758 -0.5396
H -1.0539 2.2967 1.4719
H -0.0774 2.9199 0.0493
H 0.4265 2.0429 1.5895
O 2.8566 0.7894 -1.7675
H 1.8888 1.0025 -1.5842
H 3.2540 0.2539 -1.1794
O -1.9201 0.4258 -3.0787
H -1.3998 1.2786 -3.4440
H -1.8403 0.6469 -2.1752
*
```

These are the Löwdin partial charges, in e, on atoms 1 to 2:
1. C 0.0040
2. C -0.1437

***

[8]
DFT (ωB97M-V with the def2-TZVPD basis set) results for 3 unconnected molecules or ions with the total composition C5H15NO2S2 at a distorted geometry.

E_tot = -1201.087692 a.u.
F_max = 0.045 Eh/bohr
Orbital gap = 6.164 eV

```
! wB97M-V def2-TZVPD RIJCOSX def2/J DEFGRID3
* xyz -2 1
C 0.0321 0.0733 1.8576
C -1.3465 -0.5191 1.6736
S -2.5310 0.2790 2.8975
C 1.1171 -0.4028 0.8256
N 1.2142 0.0007 -0.5933
C -0.0379 -0.1957 -1.3598
C 0.4096 -0.1214 -2.8580
S 0.6010 1.6576 -3.4197
H 0.0697 1.1788 1.8669
H 0.4843 -0.1222 2.8455
H -1.8587 -0.2668 0.7366
H -1.3497 -1.5993 1.8051
H 0.9346 -1.4844 0.8751
H 2.1157 -0.3723 1.2658
H 1.5525 0.9565 -0.5841
H -0.7491 0.6113 -1.1472
H -0.4870 -1.1751 -1.1613
H 1.4212 -0.4951 -2.9614
H -0.2237 -0.7837 -3.4704
H 1.4719 -2.6822 -0.4346
H 2.0483 -1.7371 -1.4393
O 2.1813 -2.6357 -1.0805
H -2.5769 3.0017 2.0148
H -1.8758 3.3049 0.6408
O -2.6172 3.5291 1.2048
*
```

These are the Löwdin partial charges, in e, on atoms 1 to 2:
1. C -0.3253
2. C -0.7308

***

[9]
DFT (ωB97M-V with the def2-TZVPD basis set) results for a molecular structure, C5H15NO3P at a distorted geometry.

E_tot = -821.087251 a.u.
F_max = 0.106 Eh/bohr
Orbital gap = 10.802 eV
ΔE to the lowest compared entry with this formula, charge and spin = 73.9 kJ/mol

```
! wB97M-V def2-TZVPD RIJCOSX def2/J DEFGRID3
* xyz 1 1
C -1.6991 1.2714 0.8956
C -2.0581 -1.1222 0.1980
C 2.4510 1.7498 0.4894
C 1.9839 -2.4507 0.2551
C -1.3717 0.2232 -0.0272
N -1.6934 0.4894 -1.4225
O 1.0399 0.7186 -1.6323
O 1.6265 0.6637 0.8495
O 1.2320 -1.5212 -0.5669
P 0.8863 0.0288 -0.3385
H -1.0974 2.2063 0.7246
H -1.5402 0.8330 1.8538
H -2.8093 1.6350 0.8953
H -1.4200 -1.8945 -0.3189
H -3.0073 -1.0394 -0.3487
H -2.2312 -1.4190 1.1931
H 2.7123 2.2636 1.4335
H 1.9156 2.4233 -0.1928
H 3.5405 1.4078 0.1184
H 1.5015 -3.4730 0.1493
H 2.2333 -2.1547 1.2958
H 3.0228 -2.7391 -0.1341
H -0.7537 0.7480 -1.9182
H -2.1761 -0.2714 -1.8693
H -2.2878 1.4232 -1.5821
*
```

These are the Löwdin partial charges, in e, on atoms 1 to 2:
1. C -0.0810
2. C -0.0335

***

[10]
DFT (ωB97M-V with the def2-TZVPD basis set) results for 2 unconnected molecules or ions with the total composition C5H15NO3Si at a distorted geometry.

E_tot = -769.433486 a.u.
F_max = 0.124 Eh/bohr
Orbital gap (spin up / spin down) = 8.000 / 8.001 eV
ΔE to the lowest compared entry with this formula, charge and spin = 356.3 kJ/mol

```
! wB97M-V def2-TZVPD RIJCOSX def2/J DEFGRID3
* xyz 0 1
C -1.3768 -1.7153 -2.3467
C -0.2286 -2.0277 -0.1547
C 2.3792 -0.3496 1.6586
C 0.3654 2.8362 -1.0275
C -1.4489 -1.3975 -0.7683
N -0.9410 1.8778 2.2439
O 1.3862 0.4937 2.0424
O 0.8795 1.9753 -0.0067
O -1.5570 0.0030 -0.5630
Si 0.2147 1.1755 1.1961
H -0.4444 -2.2802 -2.4055
H -2.3103 -2.2277 -2.6582
H -1.3555 -0.7191 -2.8293
H -0.1471 -1.7984 0.9198
H 0.7757 -1.5336 -0.4800
H -0.3463 -3.0772 -0.2042
H 3.0051 -0.8069 2.4080
H 3.2567 0.0891 0.9486
H 1.9601 -1.1960 0.9256
H 0.3190 2.1679 -1.8400
H 1.1073 3.5738 -1.1532
H -0.5957 3.1404 -0.6866
H -2.2925 -2.0284 -0.3475
H -0.6861 1.8750 3.1804
H -1.9187 1.9498 1.9478
*
```

These are the Löwdin partial charges, in e, on atoms 1 to 2:
1. C -0.0544
2. C -0.1388